1.
DFT (ωB97M-V/def2-TZVPD) results for one molecule with the formula C2H3N3O2.

Computed properties:
* SMILES: O=c1nc(O)[nH][nH]1
* orbital gap: 9.417 eV
* relative energy (zero: lowest compared OMol25 entry of this formula, charge and spin): 73.4 kcal/mol
* lowest unoccupied orbital energy: 0.06 eV
* total energy: -10685.274 eV
* HOMO: -9.36 eV

ORCA input file:
```
! wB97M-V def2-TZVPD RIJCOSX def2/J DEFGRID3
* xyz 0 1
O -2.659 -0.879 -0.023
C -1.458 -0.601 0.075
N -0.277 -1.340 -0.078
C 0.755 -0.723 -0.073
O 2.047 -0.877 0.115
N 0.458 0.641 -0.204
N -0.976 0.698 0.128
H 2.622 -0.099 -0.162
H 0.913 1.355 0.344
H -1.426 1.826 -0.122
*
```

Population analysis type Mulliken, resulting atomic charges in e:
1. O -0.580
2. C 0.400
3. N -0.464
4. C 0.736
5. O -0.503
6. N -0.332
7. N -0.240
8. H 0.371
9. H 0.260
10. H 0.353

2.
DFT (ωB97M-V/def2-TZVPD) results for a 2-piece molecular cluster, C2H5Br overall.

Computed properties:
* orbital gap (spin up / spin down): 9.207 / 5.454 eV
* relative energy (zero: lowest compared OMol25 entry of this formula, charge and spin): 64.3 kcal/mol
* lowest unoccupied orbital energy (spin up / spin down): -0.83 / -3.05 eV
* total energy: -72194.336 eV
* HOMO (spin up / spin down): -10.04 / -8.51 eV

ORCA input file:
```
! wB97M-V def2-TZVPD RIJCOSX def2/J DEFGRID3
* xyz 0 1
C 0.671 0.470 0.540
C -0.592 0.276 -0.120
Br -0.634 -2.488 -1.921
H 1.360 0.195 -0.158
H 0.754 1.416 1.087
H 0.747 -0.144 1.442
H -0.687 -0.084 -1.136
H -1.618 0.359 0.265
*
```

Population analysis type Mulliken, resulting atomic charges in e:
1. C -0.695
2. C -0.513
3. Br -0.251
4. H 0.279
5. H 0.326
6. H 0.277
7. H 0.285
8. H 0.292

3.
DFT (ωB97M-V/def2-TZVPD) results for C35H66AsBaBrCl2N5O3PSi4 as an isolated structure.

Computed properties:
* orbital gap: 4.293 eV
* relative energy (zero: lowest compared OMol25 entry of this formula, charge and spin): 39.2 kcal/mol
* lowest unoccupied orbital energy: 3.72 eV
* total energy: -248384.824 eV
* HOMO: -0.57 eV

ORCA input file:
```
! wB97M-V def2-TZVPD RIJCOSX def2/J DEFGRID3
* xyz -2 1
Ba -1.175 -1.882 -0.421
Br 3.346 -5.998 -5.770
C 2.294 -4.922 -4.584
C 1.160 -4.256 -5.075
C 0.415 -3.483 -4.223
C 0.744 -3.335 -2.840
O 0.034 -2.602 -2.073
C 1.884 -4.050 -2.371
C 2.317 -4.033 -0.970
N 1.769 -3.390 -0.027
C 2.276 -3.453 1.309
C 3.359 -4.182 1.709
C 3.781 -4.223 3.059
C 3.085 -3.548 4.014
C 1.962 -2.772 3.644
C 1.182 -2.059 4.593
C 0.201 -1.237 4.166
C -0.055 -1.132 2.763
N 0.538 -1.888 1.884
C 1.569 -2.685 2.290
C 2.645 -4.820 -3.265
H 0.875 -4.363 -6.113
H -0.463 -2.946 -4.569
H 3.208 -4.649 -0.793
H 3.925 -4.746 0.980
H 4.652 -4.808 3.331
H 3.390 -3.580 5.056
H 1.388 -2.193 5.650
H -0.396 -0.663 4.864
H -0.893 -0.534 2.416
H 3.521 -5.342 -2.897
Cl -1.922 0.852 0.579
C -1.450 3.980 2.429
Si -0.146 3.050 3.419
C 0.741 4.395 4.423
C -1.100 2.091 4.746
Si 1.108 1.614 2.123
Si 3.174 1.415 3.162
C 4.364 2.894 3.264
C 2.981 0.928 4.984
C 4.201 0.045 2.371
Si 1.568 2.821 0.219
C 2.940 2.043 -0.822
C 0.155 3.129 -0.983
C 2.207 4.583 0.538
H -2.254 4.380 3.063
H -1.895 3.292 1.695
H -0.996 4.811 1.872
H 0.048 4.991 5.038
H 1.281 5.075 3.750
H 1.489 3.944 5.092
H -1.734 2.740 5.365
H -0.396 1.563 5.407
H -1.739 1.333 4.266
H 3.855 3.746 3.735
H 4.674 3.217 2.260
H 5.272 2.667 3.846
H 2.352 1.660 5.511
H 3.948 0.870 5.501
H 2.483 -0.049 5.071
H 4.417 0.283 1.320
H 3.644 -0.903 2.374
H 5.156 -0.118 2.891
H 2.689 1.001 -1.065
H 3.897 2.036 -0.283
H 3.083 2.591 -1.764
H -0.072 2.222 -1.559
H 0.405 3.947 -1.672
H -0.766 3.394 -0.445
H 3.095 4.574 1.183
H 1.436 5.175 1.054
H 2.466 5.104 -0.399
C -3.648 -2.556 4.054
As -3.790 -2.156 2.176
C -4.451 -0.367 2.109
C -5.328 -3.190 1.676
O -2.379 -2.642 1.429
H -4.555 -2.279 4.591
H -2.790 -2.023 4.463
H -3.468 -3.624 4.148
H -5.344 -0.350 2.738
H -4.688 -0.109 1.081
H -3.695 0.335 2.450
H -6.168 -2.878 2.300
H -5.110 -4.243 1.844
H -5.555 -3.039 0.622
C -3.008 2.349 -2.341
N -2.233 2.239 -3.580
C -2.849 2.865 -4.729
P -1.245 0.937 -3.800
O -1.116 0.083 -2.601
N -1.762 0.038 -5.099
C -1.595 0.399 -6.489
C -2.759 -1.007 -4.848
N 0.168 1.586 -4.361
C 0.517 2.996 -4.326
C 1.315 0.667 -4.355
H -3.056 3.398 -2.032
H -2.539 1.781 -1.540
H -4.032 1.978 -2.482
H -3.085 3.906 -4.491
H -3.785 2.369 -5.024
H -2.174 2.861 -5.588
H -0.809 1.148 -6.590
H -2.520 0.797 -6.931
H -1.306 -0.484 -7.070
H -2.737 -1.304 -3.804
H -2.535 -1.893 -5.449
H -3.774 -0.678 -5.104
H -0.341 3.589 -4.019
H 0.854 3.336 -5.313
H 1.325 3.179 -3.611
H 0.993 -0.336 -4.080
H 2.058 0.994 -3.622
H 1.790 0.624 -5.342
Cl -4.002 -3.858 -3.020
C -3.641 -2.985 -1.376
H -3.856 -3.787 -0.659
H -4.488 -2.277 -1.304
*
```

Mulliken atomic charge list, values in e, 99 entries:
1. Ba 1.126
2. Br -0.297
3. C -0.233
4. C -0.435
5. C -0.282
6. C -0.597
7. O -0.393
8. C 0.486
9. C -0.052
10. N 0.351
11. C 0.381
12. C -0.640
13. C -1.086
14. C -0.779
15. C 1.921
16. C -1.425
17. C -0.550
18. C -1.042
19. N 1.012
20. C -0.751
21. C -0.528
22. H 0.418
23. H 0.499
24. H -0.127
25. H 0.290
26. H 0.352
27. H 0.387
28. H 0.272
29. H 0.512
30. H 0.930
31. H 0.424
32. Cl -1.058
33. C -0.924
34. Si 0.157
35. C -1.088
36. C -0.851
37. Si 1.137
38. Si 0.037
39. C -1.184
40. C -0.818
41. C -0.762
42. Si -0.697
43. C -1.013
44. C 0.511
45. C -1.012
46. H 0.439
47. H 0.045
48. H 0.225
49. H 0.339
50. H 0.248
51. H 0.229
52. H 0.486
53. H 0.224
54. H -0.122
55. H 0.278
56. H 0.244
57. H 0.366
58. H 0.161
59. H 0.417
60. H 0.020
61. H 0.205
62. H 0.034
63. H 0.343
64. H 0.184
65. H 0.352
66. H 0.396
67. H -0.774
68. H 0.421
69. H 0.061
70. H 0.187
71. H 0.215
72. H 0.276
73. C -1.028
74. As 0.840
75. C -0.977
76. C -1.222
77. O -0.472
78. H 0.387
79. H 0.168
80. H 0.346
81. H 0.504
82. H 0.283
83. H 0.091
84. H 0.408
85. H 0.346
86. H 0.389
87. C -0.411
88. N 0.803
89. C -1.099
90. P -1.975
91. O 1.187
92. N 1.297
93. C -1.185
94. C -1.088
95. N 0.803
96. C -0.904
97. C -0.633
98. H 0.295
99. H -0.254

4.
DFT (ωB97M-V/def2-TZVPD) results for one molecule with the formula C5H6O2.

Computed properties:
* SMILES: C#CC(=O)[C@@H](C)O
* orbital gap: 10.217 eV
* relative energy (zero: lowest compared OMol25 entry of this formula, charge and spin): 53.1 kcal/mol
* lowest unoccupied orbital energy: 0.07 eV
* total energy: -9374.793 eV
* HOMO: -10.15 eV

ORCA input file:
```
! wB97M-V def2-TZVPD RIJCOSX def2/J DEFGRID3
* xyz 0 1
C 2.736 -1.059 0.278
C 1.774 -0.608 -0.292
C 0.536 0.009 -0.786
O 0.392 0.377 -1.927
C -0.517 0.129 0.322
C -1.798 0.770 -0.161
O -0.812 -1.170 0.803
H 3.609 -1.452 0.754
H -0.061 0.742 1.118
H -2.443 0.995 0.692
H -2.324 0.089 -0.834
H -1.579 1.694 -0.701
H 0.009 -1.568 1.125
*
```

Population analysis type Mulliken, resulting atomic charges in e:
1. C 0.319
2. C -0.492
3. C 0.200
4. O -0.517
5. C 0.337
6. C -1.290
7. O -0.511
8. H 0.395
9. H 0.220
10. H 0.349
11. H 0.323
12. H 0.347
13. H 0.320

5.
DFT (ωB97M-V/def2-TZVPD) results for one molecule with the formula C5H11FS2.

Computed properties:
* SMILES: CSC(C)(CF)SC
* orbital gap: 9.294 eV
* relative energy (zero: lowest compared OMol25 entry of this formula, charge and spin): 94.4 kcal/mol
* lowest unoccupied orbital energy: 0.64 eV
* total energy: -29747.226 eV
* HOMO: -8.66 eV

ORCA input file:
```
! wB97M-V def2-TZVPD RIJCOSX def2/J DEFGRID3
* xyz 0 1
C 0.958 2.182 -0.493
S 0.564 1.090 0.971
C 0.189 -0.394 0.029
C -0.003 -1.546 0.932
C 1.416 -0.555 -0.894
F 2.486 -1.261 0.028
S -1.266 -0.249 -0.911
C -2.523 0.015 0.361
H 1.126 3.237 -0.149
H 1.783 1.810 -1.073
H 0.082 1.933 -1.288
H -0.521 -1.308 1.825
H -0.364 -2.470 0.281
H 1.040 -1.542 1.542
H 2.282 0.312 -1.301
H 1.341 -1.269 -1.862
H -3.435 0.536 0.140
H -2.079 0.500 1.430
H -3.076 -1.021 0.430
*
```

Population analysis type Mulliken, resulting atomic charges in e:
1. C -0.733
2. S -0.023
3. C 0.669
4. C -1.586
5. C -0.284
6. F -0.378
7. S -0.100
8. C -0.726
9. H 0.367
10. H 0.231
11. H 0.225
12. H 0.517
13. H 0.267
14. H 0.356
15. H 0.096
16. H 0.269
17. H 0.401
18. H 0.194
19. H 0.236

6.
DFT (ωB97M-V/def2-TZVPD) results for one molecule with the formula C2H2FN3O.

Computed properties:
* SMILES: Oc1nn[nH]c1F
* orbital gap: 9.880 eV
* relative energy (zero: lowest compared OMol25 entry of this formula, charge and spin): 17.8 kcal/mol
* lowest unoccupied orbital energy: 0.76 eV
* total energy: -11339.765 eV
* HOMO: -9.12 eV

ORCA input file:
```
! wB97M-V def2-TZVPD RIJCOSX def2/J DEFGRID3
* xyz 0 1
O 1.540 -1.318 -0.083
C 0.689 -0.309 0.082
N 1.157 0.988 0.032
N 0.102 1.727 -0.029
N -1.014 0.982 -0.063
C -0.697 -0.346 0.068
F -1.602 -1.309 -0.004
H 2.389 -0.996 0.155
H -1.953 1.371 0.071
*
```

Population analysis type Mulliken, resulting atomic charges in e:
1. O -0.484
2. C 0.342
3. N -0.228
4. N -0.505
5. N 0.214
6. C 0.292
7. F -0.271
8. H 0.363
9. H 0.277